Here is the ion C3H12N3Si with charge +1 in a non-equilibrium geometry from the OMol25 dataset. Energies are from the ωB97M-V functional and the def2-TZVPD basis.

Computed properties:
SMILES = C=[N+](N)[SiH2]N(C)C
total charge = +1
gap between HOMO and LUMO = 9.139 eV
multiplicity = 1
highest occupied orbital energy = -13.372 eV

Geometry as XYZ:
```
19
Properties=species:S:1:pos:R:3:forces:R:3:nbo_charge:R:1
C 1.942 1.457 0.164 -1.8043 -1.3744 0.2726 0.01
N 1.853 0.203 0.042 0.9210 -3.6002 -1.3069 -0.34
N 3.023 -0.627 0.132 -1.2520 1.6061 0.2601 -0.63
Si 0.327 -0.789 -0.890 0.1068 -0.1031 1.4639 1.45
N -1.056 -0.225 -0.089 -0.6558 -0.3021 -0.5384 -0.89
C -1.600 -0.746 1.156 1.7707 -2.5083 0.4281 -0.41
C -2.174 0.633 -0.678 5.2501 -1.7574 -3.0690 -0.36
H 2.889 1.870 0.292 1.2777 1.2606 0.4402 0.21
H 0.958 1.889 0.249 0.1803 0.9428 -0.3264 0.23
H 2.950 -1.604 -0.147 -0.4172 0.6617 -0.1732 0.41
H 3.795 -0.113 -0.244 0.7132 -0.2223 -0.1634 0.38
H 0.138 -0.367 -2.235 0.4870 0.5449 -0.8697 -0.16
H 1.065 -2.165 -0.858 -1.0233 1.1872 0.3804 -0.14
H -0.680 -1.017 1.745 -1.2177 0.2635 0.2876 0.20
H -2.111 0.113 1.516 -0.6334 -0.0600 1.4456 0.20
H -2.242 -1.730 1.114 0.9048 2.0971 -0.2846 0.22
H -2.823 -0.095 -1.016 -2.0061 -0.7430 -1.1648 0.21
H -2.526 1.180 0.078 -1.4938 2.3730 2.6438 0.20
H -1.666 1.241 -1.461 -1.1080 -0.2662 0.2739 0.20
```
Positions in Å, forces in eV/Å.

***

Here is a cluster of 2 separate species, C3H12N4 in total in a non-equilibrium geometry from the OMol25 dataset. Energies are from the ωB97M-V functional and the def2-TZVPD basis.

Computed properties:
SMILES = NN=C(N)N.CC
gap between HOMO and LUMO = 8.661 eV
multiplicity = 1
highest occupied orbital energy = -7.737 eV

Geometry as XYZ:
```
19
Properties=species:S:1:pos:R:3:forces:R:3:nbo_charge:R:1
N 0.124 -0.909 -1.838 0.1827 1.1156 -0.5137 -0.68
N -0.686 -1.272 -0.768 0.1440 0.4778 1.3957 -0.38
C -1.455 -0.374 -0.269 -0.9939 -1.1720 -1.5106 0.51
N -2.170 -0.682 0.886 0.0067 0.2506 0.2832 -0.82
N -1.796 0.839 -0.868 0.1995 0.5739 -0.0619 -0.86
H 0.907 -1.556 -1.854 -0.1525 0.2841 -0.0056 0.36
H 0.480 0.062 -1.716 -0.0575 -1.0053 -0.1731 0.34
H -3.168 -0.530 0.826 0.0378 0.0100 -0.0311 0.37
H -1.952 -1.607 1.226 0.0446 0.0523 -0.1268 0.40
H -1.601 0.991 -1.847 0.3879 -0.6050 0.0410 0.39
H -2.708 1.222 -0.683 0.0168 -0.1141 0.5747 0.38
C 1.997 -0.130 1.249 -0.4198 -0.1123 -0.2083 -0.61
C 1.524 1.084 0.461 -0.9098 -0.1429 0.3045 -0.61
H 1.534 -0.142 2.233 -0.0058 -0.0364 0.1304 0.20
H 3.073 -0.125 1.381 0.2385 -0.0939 0.0150 0.20
H 1.685 -1.050 0.739 0.2018 0.0952 0.1171 0.21
H 1.732 2.001 1.010 -0.1241 0.1057 0.0627 0.20
H 2.075 1.169 -0.473 -0.2264 -0.0343 -0.2743 0.19
H 0.405 1.008 0.305 1.4295 0.3510 -0.0187 0.21
```
Positions in Å, forces in eV/Å.

***

Here is the ion C3H12N4 with charge +2 in a non-equilibrium geometry from the OMol25 dataset. Energies are from the ωB97M-V functional and the def2-TZVPD basis.

Computed properties:
SMILES = C[C@H]([NH3+])/C(N)=N/[NH3+]
total charge = +2
gap between HOMO and LUMO = 11.762 eV
multiplicity = 1
highest occupied orbital energy = -18.953 eV

Geometry as XYZ:
```
19
Properties=species:S:1:pos:R:3:forces:R:3:nbo_charge:R:1
C -0.259 -1.284 -1.650 0.3086 -1.9025 1.5678 -0.63
C -0.049 -1.064 -0.086 -0.2612 -1.8327 0.4622 -0.07
N -1.440 -1.218 0.666 3.3276 0.1941 -0.4660 -0.67
C 0.656 0.246 0.300 -0.3759 -0.8449 -1.3678 0.45
N 1.889 0.345 -0.199 0.5844 1.1204 0.8364 -0.76
N -0.069 1.154 0.828 -1.9498 -0.0995 0.2667 -0.42
N 0.311 2.554 0.869 -1.0901 -1.4621 1.5284 -0.54
H -1.141 -0.712 -1.935 0.4191 0.2447 -0.5108 0.24
H -0.502 -2.423 -1.799 0.5187 2.1773 0.1919 0.27
H 0.709 -1.061 -2.158 -1.1246 0.0134 0.0823 0.27
H 0.512 -1.976 0.368 -0.4941 1.6832 -0.9680 0.25
H -1.892 -0.365 0.952 -0.2427 0.5806 0.1095 0.47
H -1.099 -1.770 1.429 -0.6452 -0.1010 1.4218 0.45
H -1.999 -1.834 0.141 -1.3987 -0.7184 -1.0947 0.45
H 2.501 -0.448 -0.312 -0.1247 -0.3002 -0.2054 0.45
H 2.378 1.140 0.193 0.6718 -0.1925 -0.3786 0.39
H 0.205 2.805 1.922 0.9531 0.1221 -2.0983 0.49
H 1.203 2.663 0.389 0.1747 1.1778 0.4283 0.43
H -0.472 3.017 0.364 0.7489 0.1402 0.1941 0.47
```
Positions in Å, forces in eV/Å.

***

Here is a cluster of 2 separate species, C3H12N4O in total in a non-equilibrium geometry from the OMol25 dataset. Energies are from the ωB97M-V functional and the def2-TZVPD basis.

Computed properties:
SMILES = N=C(N)N.NCCO
gap between HOMO and LUMO = 9.957 eV
multiplicity = 1
highest occupied orbital energy = -9.181 eV

Geometry as XYZ:
```
20
Properties=species:S:1:pos:R:3:forces:R:3:nbo_charge:R:1
N -1.348 2.168 0.238 -0.1320 0.6117 0.6642 -0.83
C -1.024 1.504 1.291 -0.0196 -0.1691 -0.3933 0.60
N 0.135 1.632 2.023 0.0050 0.2727 0.3559 -0.83
N -1.844 0.491 1.744 -0.0286 -0.3705 0.0875 -0.83
H -0.816 3.040 0.207 0.3015 -0.4694 -0.4427 0.35
H 0.910 2.075 1.563 -0.0608 0.1553 -0.1460 0.39
H 0.424 0.818 2.536 -0.0697 -0.1244 0.1008 0.39
H -1.944 0.391 2.739 0.3708 -0.0265 0.1724 0.38
H -2.745 0.486 1.312 -0.2771 0.1554 -0.3907 0.40
N 1.911 -2.119 -0.619 0.3445 -0.2386 -0.2414 -0.84
C 1.223 -1.377 -1.677 -0.4602 0.7982 0.8329 -0.24
C -0.067 -0.774 -1.111 -0.0116 0.0355 -0.0048 -0.06
O -0.499 0.288 -1.931 -0.0179 0.3396 -0.3237 -0.76
H 2.840 -2.367 -0.943 -0.1066 -0.0805 0.1552 0.36
H 1.447 -2.982 -0.362 -0.0987 0.0246 -0.1582 0.35
H 1.021 -1.902 -2.612 0.0974 -0.1667 -0.0338 0.17
H 1.836 -0.497 -1.876 0.1372 -0.1209 -0.3311 0.19
H 0.145 -0.426 -0.099 0.0822 -0.0253 0.0513 0.16
H -0.872 -1.514 -1.032 0.0543 -0.1696 0.0008 0.15
H -0.733 1.065 -1.392 -0.1101 -0.4316 0.0449 0.50
```
Positions in Å, forces in eV/Å.

***

Calculated energy relative to the best compared isomer or geometry (same formula, charge and spin), 62.0; 24.0; 55.3; 21.2 kcal per mole (same order as the records).
Calculated DFT total energy, -15644.6807; -9265.2657; -9247.6294; -11313.4920 eV (same order as the records).